1.
The following is a quantum chemistry calculation of a molecular structure, C51H50IN2O3P2Pb at a distorted geometry, from OMol25.

The calculation puts the relative energy (zero: lowest compared OMol25 entry of this formula, charge and spin) at 0.2825 eV. As for the total charge: +1. The frontier orbital gap (alpha / beta) is 0.1872 / 0.1867 Ha. The LUMO energy (alpha / beta) is -5.20 / -5.21 eV. The calculation puts the HOMO energy (alpha / beta) at -10.29 / -10.29 eV.

Structure (XYZ):
```
110
C51H50IN2O3P2Pb (ωB97M-V/def2-TZVPD)
Pb 1.28095 0.22676 1.32873
C 1.91104 -2.36313 -1.55964
C 2.82055 -1.97612 -0.41801
C 3.77460 -0.96377 -0.58592
C 4.03164 -0.35583 -1.94215
C 4.59737 -0.60054 0.49022
C 5.58304 0.53034 0.33384
C 4.54854 -1.32587 1.68442
C 5.62062 -1.13887 2.72435
C 3.57096 -2.31031 1.86802
C 3.47906 -3.01599 3.19681
C 2.71643 -2.64585 0.81259
C 1.73781 -3.78892 0.95557
H 2.30285 -3.21793 -2.11533
H 1.78715 -1.55177 -2.26968
H 0.91582 -2.63956 -1.21068
H 3.52350 0.59922 -2.09021
H 3.71348 -1.02105 -2.73941
H 5.09574 -0.17705 -2.07918
H 6.55959 0.18152 -0.00713
H 5.73313 1.05022 1.27828
H 5.23162 1.26093 -0.39112
H 5.33407 -0.44546 3.51739
H 6.53654 -0.75853 2.28032
H 5.85778 -2.08757 3.20036
H 4.21203 -3.81929 3.28475
H 2.49731 -3.45224 3.35509
H 3.66319 -2.32096 4.01615
H 0.75637 -3.46359 1.31179
H 2.10361 -4.53729 1.65373
H 1.57712 -4.28708 0.00390
O 0.64372 0.66744 -3.47780
C 1.12156 1.91897 -3.61598
C 1.22442 2.41575 -4.91521
C 1.71850 3.68264 -5.13054
C 2.11071 4.49653 -4.06479
C 1.98662 4.02543 -2.78104
C 1.49650 2.73234 -2.52846
C 1.34559 2.25555 -1.16214
O 1.09363 1.04295 -0.93158
N 1.43556 3.20433 -0.17674
N 1.25095 2.69250 1.02001
C 1.25182 3.54083 2.03648
C 1.00901 3.16766 3.39130
C 1.17072 4.23290 4.36779
C 0.59267 4.18392 5.58014
C -0.19672 3.05233 5.98474
C -0.40366 2.01907 5.15310
C 0.11560 2.01777 3.78112
O -0.29623 1.17876 2.95197
H 0.70952 0.41798 -2.53026
H 0.91821 1.78176 -5.73250
H 1.79898 4.05104 -6.14300
H 2.50210 5.48488 -4.24906
H 2.26300 4.63953 -1.93901
H 1.46604 4.58204 1.81981
H 1.74787 5.09711 4.06852
H 0.72881 5.00086 6.27382
H -0.62779 3.04578 6.97551
H -1.01477 1.16969 5.41900
I 2.86159 1.45654 4.03371
C -2.74440 -0.34279 -0.88087
P -1.69858 0.18986 0.54324
C -2.64841 -0.48537 1.93779
C -3.96920 -0.12650 2.19484
C -4.66813 -0.72316 3.23099
C -4.05609 -1.68874 4.01676
C -2.74568 -2.06191 3.76168
C -2.04686 -1.45666 2.72997
C -1.98766 1.99282 0.53143
C -1.66048 2.68119 -0.63705
C -1.75758 4.06121 -0.69630
C -2.18089 4.77435 0.41516
C -2.50031 4.09916 1.58433
C -2.39686 2.71810 1.64553
P -3.14193 -2.14400 -0.96447
C -1.77449 -2.79410 -1.99439
C -1.22055 -2.12084 -3.08208
C -0.29128 -2.74277 -3.89730
C 0.08077 -4.05860 -3.64901
C -0.46117 -4.73970 -2.57207
C -1.37561 -4.10416 -1.74175
C -4.47718 -2.11977 -2.24174
C -5.35623 -1.05909 -2.44632
C -6.38289 -1.15327 -3.37637
C -6.55062 -2.30961 -4.11779
C -5.68824 -3.37786 -3.91698
C -4.66648 -3.28304 -2.99027
H -2.34885 0.05900 -1.81620
H -3.69694 0.15956 -0.69165
H -4.46539 0.60840 1.57518
H -5.69459 -0.44405 3.41701
H -4.60446 -2.15745 4.82003
H -2.27257 -2.82720 4.36000
H -1.02692 -1.76520 2.52631
H -1.32716 2.14039 -1.51590
H -1.50264 4.57670 -1.61135
H -2.26148 5.85015 0.37058
H -2.83814 4.64779 2.45127
H -2.63525 2.20528 2.56828
H -1.52889 -1.11138 -3.31932
H 0.13378 -2.20529 -4.73256
H 0.79276 -4.54972 -4.29717
H -0.17372 -5.76267 -2.37584
H -1.80025 -4.63360 -0.89881
H -5.26866 -0.14230 -1.88418
H -7.05124 -0.31594 -3.51816
H -7.34583 -2.38037 -4.84464
H -5.81130 -4.28880 -4.48498
H -4.00326 -4.12736 -2.85161
```

Atom charges from the Löwdin analysis, given in e for atoms 1 to 99: 1.35, -0.04, -0.24, -0.21, -0.02, -0.21, -0.04, -0.22, -0.04, -0.23, -0.04, -0.25, -0.03, 0.11, 0.06, 0.06, 0.08, 0.08, 0.09, 0.10, 0.08, 0.08, 0.05, 0.08, 0.08, 0.10, 0.07, 0.08, 0.08, 0.08, 0.07, 0.06, -0.25, 0.00, -0.05, -0.07, -0.02, -0.10, -0.43, -0.21, 0.09, -0.07, -0.13, -0.38, -0.09, -0.04, -0.03, -0.01, -0.52, -0.23, 0.07, 0.12, 0.11, 0.11, 0.11, 0.14, 0.13, 0.12, 0.12, 0.13, 0.75, -0.51, 0.98, -0.42, -0.09, -0.06, -0.07, -0.07, -0.12, -0.37, -0.11, -0.07, -0.07, -0.07, -0.10, 1.04, -0.41, -0.09, -0.08, -0.09, -0.09, -0.13, -0.37, -0.10, -0.08, -0.08, -0.08, -0.10, 0.04, 0.03, 0.11, 0.11, 0.11, 0.11, 0.08, 0.10, 0.11, 0.11, 0.11


2.
The following is a quantum chemistry calculation of a single C4H6O2 molecule at a distorted geometry, from OMol25.

The calculation puts the relative energy (zero: lowest compared OMol25 entry of this formula, charge and spin) at 4.6478 eV. The frontier orbital gap (alpha / beta) is 0.2910 / 0.2809 Ha. The LUMO energy (alpha / beta) is -0.33 / -0.51 eV. The calculation puts the HOMO energy (alpha / beta) at -8.24 / -8.16 eV.

Structure (XYZ):
```
12
C4H6O2 (ωB97M-V/def2-TZVPD)
C 0.35595 -1.06336 -0.37861
C -0.49948 0.25468 1.33399
C -0.84320 0.12098 0.01874
O 1.62509 -0.56739 -0.33120
C -0.52666 1.65562 -0.88364
O 0.56311 1.89291 -1.27369
H 1.63598 0.30848 -0.77395
H 0.28972 -1.98624 0.19575
H 0.00400 -1.23837 -1.40386
H -1.25419 0.27458 2.10516
H 0.49441 0.54136 1.64351
H -1.84473 -0.19325 -0.25221
```

Calculated atomic charges, method Löwdin, unit e: -0.21, 0.00, -0.29, -0.05, -0.03, 0.02, 0.08, 0.12, 0.11, 0.07, 0.08, 0.11


3.
The following is a quantum chemistry calculation of a single C17H20N2O5S2 molecule at a distorted geometry, from OMol25.

The calculation puts the relative energy (zero: lowest compared OMol25 entry of this formula, charge and spin) at 1.5023 eV. The frontier orbital gap is 0.3504 Ha. The LUMO energy is 0.30 eV. The calculation puts the HOMO energy at -9.23 eV.

Structure (XYZ):
```
46
C17H20N2O5S2 (ωB97M-V/def2-TZVPD)
C -3.34756 -4.02079 0.28567
C -3.54075 -2.53814 0.30054
C -4.05656 -1.87191 -0.80687
C -4.19481 -0.49526 -0.80037
C -3.82241 0.21446 0.32372
S -3.87446 1.99653 0.25691
O -3.51066 2.54669 1.52418
O -5.06289 2.46040 -0.38966
N -2.63838 2.31857 -0.86787
C -1.45643 1.60345 -0.81021
C -0.84031 1.12837 -1.96951
C 0.31418 0.37395 -1.87867
C 0.84689 0.08980 -0.63613
S 2.30219 -0.92891 -0.48640
O 2.73962 -1.33207 -1.79494
O 2.06410 -1.95160 0.48973
N 3.38110 0.17054 0.19989
C 3.82366 1.17191 -0.74825
C 4.65171 2.21535 0.00642
O 5.73789 1.62282 0.67546
C 5.30224 0.63733 1.58395
C 4.50881 -0.45496 0.86701
C 0.26318 0.57652 0.51976
C -0.88240 1.34074 0.43706
C -3.32623 -0.42432 1.44283
C -3.18830 -1.79992 1.42747
H -2.28626 -4.24970 0.19101
H -3.87359 -4.47781 -0.54792
H -3.70057 -4.46415 1.21414
H -4.34653 -2.43470 -1.68157
H -4.59965 0.03385 -1.64895
H -3.00987 2.48378 -1.79103
H -1.27427 1.34825 -2.93372
H 0.80515 -0.01799 -2.75554
H 2.93988 1.63174 -1.19382
H 4.42821 0.71119 -1.54239
H 5.07893 2.94251 -0.68565
H 4.00156 2.73047 0.72972
H 6.20265 0.22468 2.04078
H 4.66984 1.09639 2.35797
H 4.10972 -1.18722 1.56799
H 5.15715 -0.96376 0.13911
H 0.71681 0.34102 1.46848
H -1.35122 1.74955 1.31666
H -3.06486 0.16221 2.30852
H -2.79649 -2.30985 2.29445
```

Calculated atomic charges, method Löwdin, unit e: -0.04, -0.26, -0.02, -0.05, -0.29, 0.68, -0.28, -0.28, -0.04, -0.30, 0.00, -0.05, -0.29, 0.67, -0.28, -0.28, -0.24, -0.18, -0.19, -0.13, -0.18, -0.17, -0.03, -0.02, -0.05, -0.02, 0.09, 0.08, 0.08, 0.11, 0.12, 0.12, 0.12, 0.12, 0.12, 0.13, 0.13, 0.13, 0.13, 0.13, 0.12, 0.14, 0.12, 0.10, 0.12, 0.12


> Among the records above, which one has the highest relative energy (zero: lowest compared OMol25 entry of this formula, charge and spin)?

C4H6O2


> Among the records above, which one has the lowest relative energy (zero: lowest compared OMol25 entry of this formula, charge and spin)?

C51H50IN2O3P2Pb